# 1
133
Properties=species:S:1:pos:R:3 method="wB97M-V/def2-TZVPD" de_lowest_ev=1.610 e_homo_ev=-11.720 gap_ev=6.3 energy_ev=-186301.2623 lumo_energy_ev=-5.4 total_charge=+2
Zr -0.375 0.382 -0.952
C -7.885 1.179 4.027
O -7.128 1.367 5.209
C -5.950 0.748 5.349
C -5.345 -0.038 4.365
C -4.114 -0.617 4.601
C -3.474 -0.454 5.835
C -4.112 0.295 6.834
C -5.313 0.908 6.587
N -2.254 -1.026 6.210
N -1.414 -1.469 5.423
C -1.318 -1.404 4.048
C -1.389 -2.558 3.283
C -1.146 -2.537 1.912
C -0.805 -1.367 1.267
O -0.513 -1.292 -0.045
C -0.676 -0.188 2.025
N -0.261 0.925 1.349
C -0.011 2.017 2.051
C -0.180 2.098 3.434
C -0.633 0.999 4.123
C -0.899 -0.190 3.426
H -8.819 1.709 4.191
H -8.097 0.122 3.853
H -7.374 1.602 3.158
H -5.834 -0.206 3.415
H -3.668 -1.241 3.841
H -3.621 0.395 7.791
H -5.813 1.503 7.337
H -1.648 -3.485 3.775
H -1.237 -3.448 1.336
H 0.369 2.868 1.500
H 0.074 3.012 3.950
H -0.752 1.031 5.197
C 4.203 6.971 -3.778
C 3.230 5.894 -3.410
C 3.673 4.659 -2.938
C 2.772 3.666 -2.598
C 1.416 3.892 -2.756
C 0.947 5.118 -3.211
C 1.854 6.110 -3.528
S 0.228 2.660 -2.335
O 0.807 1.282 -2.513
O -0.984 2.833 -3.089
N -0.066 2.696 -0.764
C -1.414 2.925 -0.482
C -1.923 4.161 -0.102
C -3.281 4.277 0.119
C -4.092 3.164 -0.070
C -3.508 1.976 -0.458
N -2.191 1.842 -0.645
H 5.221 6.587 -3.802
H 4.162 7.781 -3.048
H 3.960 7.400 -4.750
H 4.733 4.464 -2.841
H 3.121 2.714 -2.234
H -0.118 5.269 -3.327
H 1.498 7.064 -3.892
H -1.256 5.005 -0.004
H -3.713 5.223 0.415
H -5.159 3.220 0.079
H -4.114 1.102 -0.648
Se -4.729 -5.614 -4.097
N -4.596 -4.999 -2.459
C -3.991 -3.835 -2.494
C -3.786 -2.974 -1.356
C -4.379 -3.217 -0.112
C -4.232 -2.271 0.874
C -3.493 -1.122 0.598
N -2.898 -0.889 -0.562
C -3.035 -1.801 -1.535
C -2.465 -1.450 -2.834
N -1.625 -0.388 -2.911
C -1.288 0.030 -4.134
C -1.752 -0.547 -5.308
C -2.534 -1.673 -5.238
C -2.873 -2.162 -3.976
C -3.603 -3.395 -3.803
N -3.923 -4.210 -4.781
H -4.960 -4.117 0.028
H -4.694 -2.403 1.841
H -3.411 -0.332 1.338
H -0.643 0.889 -4.195
H -1.464 -0.125 -6.259
H -2.890 -2.189 -6.119
N 2.921 -1.435 0.114
P 2.017 -2.903 0.339
C 3.429 -4.045 0.580
C 3.570 -5.242 -0.117
C 4.517 -6.175 0.276
C 5.335 -5.926 1.366
C 5.195 -4.742 2.075
C 4.239 -3.815 1.695
C 1.543 -3.280 -1.407
C 1.739 -2.399 -2.466
C 1.324 -2.733 -3.751
C 0.714 -3.952 -3.988
C 0.455 -4.808 -2.925
C 0.833 -4.459 -1.641
P 2.403 0.147 -0.292
C 3.905 0.505 -1.300
C 5.137 0.615 -0.654
C 6.293 0.849 -1.381
C 6.235 0.971 -2.763
C 5.020 0.837 -3.416
C 3.862 0.600 -2.691
C 2.803 1.107 1.219
C 2.686 0.503 2.466
C 2.960 1.226 3.617
C 3.366 2.549 3.524
C 3.473 3.161 2.282
C 3.178 2.446 1.131
H 3.920 -1.547 0.237
H 2.945 -5.444 -0.975
H 4.604 -7.108 -0.264
H 6.072 -6.657 1.669
H 5.815 -4.553 2.941
H 4.112 -2.904 2.270
H 2.344 -1.515 -2.327
H 1.534 -2.059 -4.572
H 0.456 -4.243 -4.997
H -0.031 -5.759 -3.103
H 0.617 -5.118 -0.808
H 5.199 0.535 0.423
H 7.241 0.934 -0.868
H 7.136 1.155 -3.330
H 4.966 0.919 -4.493
H 2.916 0.517 -3.209
H 2.380 -0.535 2.531
H 2.858 0.756 4.585
H 3.594 3.106 4.423
H 3.793 4.191 2.209
H 3.249 2.923 0.161


# 2
150
Properties=species:S:1:pos:R:3 method="wB97M-V/def2-TZVPD" e_homo_ev=-8.568 gap_ev=7.2 energy_ev=-118580.3590 lumo_energy_ev=-1.3
C 6.242 -1.989 0.012
O 5.223 -2.367 -0.946
C 5.788 -2.659 -2.252
C 4.982 -3.928 -2.830
C 3.641 -3.442 -3.615
C 2.490 -4.523 -3.256
C 1.320 -4.346 -4.371
C 0.312 -3.212 -3.787
C -0.864 -3.992 -2.997
C -0.706 -3.822 -1.393
C -2.048 -3.072 -0.877
C -1.759 -1.478 -1.042
C -3.059 -0.799 -1.701
C -2.697 0.133 -3.000
C -3.001 1.642 -2.542
C -4.462 2.193 -2.719
C -5.659 1.325 -3.337
C -4.756 3.669 -2.247
N -6.123 4.226 -2.386
C -3.629 4.558 -1.597
O -3.836 5.890 -1.157
C -2.237 3.904 -1.489
C -1.844 2.473 -1.951
C -0.309 2.153 -1.715
O 0.279 1.052 -1.829
N 0.212 3.461 -1.291
C 1.153 4.150 -2.268
C 2.626 3.595 -1.970
C 3.812 4.595 -2.406
F 4.201 5.346 -1.276
F 3.177 5.549 -3.299
C 4.980 3.932 -3.261
F 5.682 4.993 -3.925
F 4.311 3.105 -4.229
C 6.078 3.101 -2.404
F 6.713 4.103 -1.589
F 5.333 2.168 -1.651
C 7.269 2.489 -3.280
F 8.161 3.587 -3.523
F 6.899 2.040 -4.568
S 8.288 1.131 -2.492
F 8.040 1.650 -0.943
F 9.677 2.088 -2.613
F 8.677 0.553 -4.040
F 7.045 0.030 -2.475
F 9.278 -0.064 -1.869
C -0.855 4.427 -0.902
O -0.714 5.459 -0.191
H 6.604 -2.840 0.681
H 5.778 -1.199 0.710
H 7.120 -1.507 -0.534
H 6.920 -2.857 -2.204
H 5.628 -1.801 -2.990
H 5.581 -4.562 -3.565
H 4.615 -4.572 -1.945
H 3.302 -2.397 -3.253
H 3.810 -3.380 -4.748
H 2.868 -5.597 -3.207
H 2.064 -4.206 -2.233
H 1.737 -4.042 -5.395
H 0.797 -5.359 -4.522
H -0.091 -2.509 -4.594
H 0.938 -2.568 -3.060
H -0.908 -5.111 -3.222
H -1.856 -3.550 -3.389
H 0.183 -3.155 -1.113
H -0.624 -4.820 -0.836
H -2.316 -3.312 0.212
H -2.929 -3.417 -1.530
H -0.800 -1.315 -1.655
H -1.556 -1.063 0.017
H -3.539 -0.142 -0.880
H -3.854 -1.534 -2.063
H -1.585 0.022 -3.231
H -3.334 -0.185 -3.888
H -6.363 1.967 -3.991
H -6.332 0.864 -2.503
H -5.292 0.479 -4.010
H -6.528 4.008 -3.306
H -6.698 3.742 -1.667
H -3.974 5.856 -0.181
H 1.023 5.273 -2.053
H 0.795 3.886 -3.334
H 2.731 2.540 -2.384
H 2.724 3.492 -0.822
C 9.465 -5.777 2.612
C 10.550 -4.833 3.079
C 10.248 -3.583 2.277
O 8.830 -3.562 2.059
C 8.289 -4.838 2.429
H 9.257 -6.588 3.311
H 9.745 -6.217 1.649
H 10.430 -4.630 4.147
H 11.561 -5.210 2.916
H 10.737 -3.610 1.297
H 10.553 -2.669 2.793
H 7.735 -4.708 3.365
H 7.595 -5.180 1.658
C -7.514 -1.633 1.078
C -7.579 -0.224 1.625
C -6.666 0.525 0.676
O -6.754 -0.137 -0.595
C -7.433 -1.388 -0.415
H -8.365 -2.254 1.363
H -6.599 -2.124 1.427
H -8.600 0.160 1.541
H -7.268 -0.142 2.668
H -5.623 0.479 1.007
H -6.949 1.574 0.563
H -8.432 -1.293 -0.856
H -6.894 -2.179 -0.942
C -11.043 3.347 3.654
C -9.870 3.659 4.557
C -8.839 2.648 4.096
O -9.086 2.408 2.703
C -10.354 2.986 2.355
H -11.748 4.173 3.547
H -11.588 2.480 4.042
H -9.511 4.675 4.360
H -10.100 3.579 5.621
H -8.952 1.695 4.625
H -7.814 3.002 4.231
H -10.160 3.877 1.747
H -10.929 2.275 1.757
C -14.642 7.164 2.601
C -15.556 6.132 1.981
C -14.628 4.944 1.818
O -13.663 5.024 2.877
C -13.769 6.311 3.501
H -15.171 7.951 3.142
H -14.031 7.634 1.824
H -16.362 5.883 2.679
H -16.007 6.452 1.040
H -14.086 4.990 0.867
H -15.155 3.989 1.873
H -14.231 6.170 4.484
H -12.772 6.735 3.642
C 14.787 -5.845 5.669
C 14.256 -4.686 6.483
C 12.908 -4.438 5.836
O 12.444 -5.703 5.344
C 13.527 -6.643 5.398
H 15.557 -6.425 6.180
H 15.205 -5.476 4.726
H 14.120 -4.996 7.524
H 14.903 -3.807 6.470
H 12.995 -3.757 4.982
H 12.177 -4.027 6.536
H 13.320 -7.345 6.212
H 13.576 -7.201 4.460


# 3
5
Properties=species:S:1:pos:R:3 method="wB97M-V/def2-TZVPD" de_lowest_ev=2.495 e_homo_ev=-10.283 gap_ev=9.7 energy_ev=-35658.0558 lumo_energy_ev=-0.6
F 1.729 -0.896 -0.819
Si 0.985 0.499 -0.993
Cl -2.694 -0.027 0.389
Cl 2.210 1.372 0.502
H -2.231 -0.948 0.921


# 4
80
Properties=species:S:1:pos:R:3 method="wB97M-V/def2-TZVPD" e_homo_ev=-2.746 gap_ev=4.4 energy_ev=-108046.0668 lumo_energy_ev=1.6 total_charge=-1
Rb -1.272 -0.984 0.239
C 6.691 -0.562 -1.361
C 5.791 -0.399 -0.111
C 6.240 0.991 0.509
C 6.045 -1.564 0.804
C 4.304 -0.364 -0.492
C 3.618 -1.581 -0.803
C 2.263 -1.624 -0.907
N 1.474 -0.543 -0.811
C 2.101 0.631 -0.608
C 3.485 0.756 -0.527
C 1.213 1.792 -0.504
C 1.766 3.075 -0.594
C 0.983 4.218 -0.653
C -0.413 4.099 -0.330
C -0.853 2.767 -0.134
N -0.079 1.694 -0.206
C 1.675 5.521 -1.085
C 2.464 6.032 0.176
C 0.503 6.494 -1.464
C 2.633 5.276 -2.236
H 7.742 -0.240 -1.157
H 6.298 -0.017 -2.240
H 6.695 -1.608 -1.613
H 7.226 0.846 0.991
H 5.561 1.237 1.345
H 6.252 1.847 -0.175
H 7.066 -1.504 1.207
H 6.083 -2.491 0.175
H 5.297 -1.632 1.570
H 4.202 -2.506 -0.932
H 1.777 -2.645 -1.212
H 3.936 1.733 -0.306
H 2.838 3.233 -0.681
H -1.061 4.913 -0.239
H -1.903 2.533 0.050
H 1.833 5.890 1.024
H 2.827 7.073 0.105
H 3.398 5.491 0.396
H -0.106 6.625 -0.625
H -0.138 6.057 -2.223
H 0.870 7.478 -1.869
H 3.579 4.790 -1.924
H 2.885 6.288 -2.648
H 2.153 4.682 -3.054
Cl -7.210 2.973 4.674
C -6.128 2.349 3.501
C -5.069 1.576 4.040
C -4.057 1.139 3.203
Cl -2.732 0.152 3.797
C -4.138 1.290 1.702
O -3.350 0.704 0.917
C -5.177 2.223 1.251
Cl -5.188 2.781 -0.405
C -6.199 2.605 2.141
H -5.092 1.292 5.171
H -7.147 2.940 1.679
Te -1.482 -5.214 -1.935
C -1.023 -6.267 -0.126
C 0.015 -5.658 0.614
C 0.054 -6.193 1.864
C -0.802 -7.298 2.058
S -1.704 -7.690 0.661
H 0.568 -4.837 0.212
H 0.639 -5.876 2.684
H -0.861 -7.895 2.959
O -3.026 -2.575 -1.421
S -4.451 -2.560 -0.826
C -4.481 -4.095 0.248
C -4.830 -5.275 -0.696
C -5.517 -4.840 -2.024
C -5.671 -3.310 -1.936
H -5.352 -3.960 0.871
H -3.547 -4.222 0.842
H -5.517 -6.014 -0.150
H -3.956 -5.815 -1.000
H -6.471 -5.363 -2.154
H -4.857 -5.137 -2.885
H -6.622 -3.025 -1.523
H -5.560 -2.699 -2.873